{"formula": "C69H128F24N9O20PS8", "method": "ωB97M-V/def2-TZVPD", "species": ["C", "C", "C", "N", "C", "C", "C", "C", "C", "C", "H", "H", "H", "H", "H", "H", "H", "H", "H", "H", "H", "H", "H", "H", "H", "H", "H", "H", "H", "H", "C", "C", "C", "C", "P", "C", "C", "C", "C", "C", "C", "C", "C", "C", "C", "C", "C", "H", "H", "H", "H", "H", "H", "H", "H", "H", "H", "H", "H", "H", "H", "H", "H", "H", "H", "H", "H", "H", "H", "H", "H", "H", "H", "H", "H", "H", "H", "H", "H", "H", "H", "H", "H", "C", "C", "C", "C", "C", "C", "N", "O", "C", "C", "C", "H", "H", "H", "H", "H", "H", "H", "H", "H", "H", "H", "H", "H", "H", "H", "H", "H", "H", "C", "C", "C", "C", "C", "C", "N", "O", "C", "C", "C", "H", "H", "H", "H", "H", "H", "H", "H", "H", "H", "H", "H", "H", "H", "H", "H", "H", "H", "C", "C", "C", "C", "C", "C", "N", "O", "C", "C", "C", "H", "H", "H", "H", "H", "H", "H", "H", "H", "H", "H", "H", "H", "H", "H", "H", "H", "H", "C", "C", "C", "C", "C", "C", "N", "O", "C", "C", "C", "H", "H", "H", "H", "H", "H", "H", "H", "H", "H", "H", "H", "H", "H", "H", "H", "H", "H", "C", "F", "F", "F", "S", "O", "O", "N", "S", "O", "O", "C", "F", "F", "F", "C", "F", "F", "F", "S", "O", "O", "N", "S", "O", "O", "C", "F", "F", "F", "C", "F", "F", "F", "S", "O", "O", "N", "S", "O", "O", "C", "F", "F", "F", "C", "F", "F", "F", "S", "O", "O", "N", "S", "O", "O", "C", "F", "F", "F"], "coordinates": [[-7.99360, 5.07002, 1.65377], [-6.52645, 5.11448, 1.99127], [-5.72067, 5.43061, 0.77723], [-4.20744, 5.78189, 0.96196], [-3.52601, 4.75479, 1.96278], [-2.01693, 5.03441, 2.21870], [-1.87883, 6.41164, 2.81741], [-2.59222, 7.52437, 1.94777], [-4.02516, 7.20448, 1.43619], [-3.58656, 5.70721, -0.52678], [-8.14280, 4.24103, 0.96195], [-8.47967, 6.01556, 1.41337], [-8.57497, 4.74881, 2.51802], [-6.18339, 4.13266, 2.31752], [-6.40704, 5.76511, 2.85760], [-6.25977, 6.26761, 0.33348], [-5.79061, 4.64241, 0.02759], [-4.13214, 4.70416, 2.86730], [-3.68665, 3.79466, 1.47245], [-1.78225, 4.31112, 2.99965], [-1.52711, 4.93972, 1.24959], [-2.36917, 6.29635, 3.78404], [-0.86349, 6.73166, 3.05148], [-2.60621, 8.48904, 2.45502], [-1.98648, 7.73572, 1.06657], [-4.72676, 7.44667, 2.23444], [-4.12629, 7.88018, 0.58690], [-3.74998, 4.66163, -0.78785], [-2.51014, 5.87841, -0.53729], [-4.03362, 6.50371, -1.12160], [1.85736, -4.85830, 0.95505], [2.09355, -4.91096, -0.61363], [0.77102, -4.93106, -1.46163], [0.77336, -4.92236, -2.96784], [-0.67055, -5.62914, -3.83987], [-1.32296, -7.20684, -3.21071], [-2.75950, -7.60325, -3.53673], [-2.94125, -9.22425, -3.67265], [-2.88248, -10.09516, -2.46066], [-0.36439, -5.54884, -5.64313], [-1.43692, -6.19142, -6.48071], [-1.28681, -7.69538, -6.73295], [-2.71215, -8.27984, -7.07753], [-2.04346, -4.34890, -3.66119], [-2.74263, -4.20515, -2.19871], [-3.81466, -3.11464, -2.33266], [-5.19533, -3.35788, -3.01923], [0.97687, -4.32142, 1.30801], [2.60354, -4.30728, 1.52749], [1.83783, -5.85011, 1.40675], [2.71426, -5.76254, -0.89224], [2.64254, -3.98841, -0.80234], [0.09280, -4.15795, -1.10050], [0.24818, -5.80986, -1.08420], [1.62332, -5.53079, -3.27684], [0.74737, -3.88120, -3.28940], [-1.09193, -7.30954, -2.15045], [-0.69425, -7.94740, -3.70507], [-3.12572, -7.14997, -4.45787], [-3.52908, -7.40096, -2.79179], [-2.40786, -9.72452, -4.48094], [-3.97110, -9.23609, -4.02952], [-3.40679, -11.01821, -2.70799], [-3.51445, -9.67979, -1.67569], [-1.84679, -10.39924, -2.30902], [0.59473, -6.06361, -5.69966], [-0.21467, -4.51085, -5.94020], [-1.39416, -5.62211, -7.40924], [-2.40509, -5.95188, -6.04100], [-0.92264, -8.25901, -5.87400], [-0.50363, -7.85351, -7.47440], [-2.72717, -9.36969, -7.08663], [-2.92598, -7.80123, -8.03321], [-3.44238, -7.99106, -6.32156], [-2.82967, -4.38551, -4.41528], [-1.43841, -3.44394, -3.71646], [-1.97108, -4.04830, -1.44492], [-3.12730, -5.17010, -1.86855], [-3.45488, -2.17283, -2.74699], [-3.97851, -2.77126, -1.31121], [-5.79974, -3.95949, -2.34037], [-5.38702, -3.97560, -3.89660], [-5.67011, -2.39324, -3.19855], [-4.43080, -3.85364, 8.61142], [-4.90492, -3.05241, 7.33872], [-6.04762, -2.07638, 7.77108], [-6.43456, -1.06828, 6.74066], [-5.31707, -0.14443, 6.28225], [-4.01016, -0.85639, 5.87054], [-3.81753, -2.11010, 6.74167], [-2.47295, -2.57790, 6.86850], [-2.77036, 0.09161, 6.03970], [-4.11947, -1.28787, 4.41537], [-5.42600, -3.99747, 6.33389], [-5.25574, -4.44827, 9.00384], [-4.03128, -3.27104, 9.44151], [-3.88153, -4.69444, 8.18778], [-5.69452, -1.56618, 8.66725], [-6.90067, -2.69084, 8.05890], [-7.32062, -0.57122, 7.13554], [-6.85096, -1.52669, 5.84368], [-5.17012, 0.41957, 7.20335], [-5.70453, 0.46735, 5.46758], [-2.86237, 1.04429, 5.51813], [-1.83480, -0.35637, 5.70483], [-2.59266, 0.41069, 7.06669], [-3.37387, -2.07781, 4.32486], [-3.74758, -0.51798, 3.73930], [-5.03450, -1.77392, 4.07691], [-6.38178, -4.34530, 6.72582], [-4.83253, -4.91150, 6.31298], [-5.36560, -3.69058, 5.28973], [5.72353, 6.47541, -6.13112], [4.79720, 5.41992, -5.55594], [4.40629, 4.71281, -6.88079], [3.78570, 3.23774, -6.71829], [4.74464, 2.31949, -5.92289], [5.21276, 2.87222, -4.51247], [5.45935, 4.37930, -4.57906], [6.12641, 5.07936, -3.56829], [6.54946, 2.26421, -4.10402], [4.15888, 2.53994, -3.47876], [3.68120, 6.03124, -4.70070], [5.11895, 6.97927, -6.88525], [6.60889, 6.04084, -6.59518], [6.21924, 7.11828, -5.40373], [5.29920, 4.49394, -7.46638], [3.77043, 5.31979, -7.52527], [3.47304, 2.88675, -7.70173], [2.86200, 3.37901, -6.15710], [5.65158, 2.34142, -6.52711], [4.34420, 1.30592, -5.90312], [6.22648, 1.27841, -3.76938], [7.02841, 2.75155, -3.25479], [7.34299, 2.18410, -4.84699], [4.52414, 2.82672, -2.49263], [3.96550, 1.46738, -3.46133], [3.22568, 3.01519, -3.78104], [2.87490, 5.35604, -4.41417], [3.13234, 6.73580, -5.32556], [3.99012, 6.54619, -3.79103], [1.39482, 1.63475, -1.50187], [0.08894, 0.96706, -0.86180], [0.17646, -0.51420, -0.95986], [1.26015, -1.07328, -0.07705], [0.87394, -0.86457, 1.38065], [0.64645, 0.63320, 1.76083], [-0.12950, 1.32349, 0.65818], [-1.03370, 2.25202, 1.05901], [2.06445, 1.34979, 1.89546], [-0.08900, 0.53870, 3.07428], [-1.20068, 1.41918, -1.72899], [2.33305, 1.08010, -1.51557], [1.53195, 2.67327, -1.20062], [1.23910, 1.63906, -2.58069], [0.48105, -0.84082, -1.95416], [-0.72171, -1.08827, -0.73220], [2.24325, -0.62832, -0.23075], [1.51084, -2.13157, -0.14970], [1.68019, -1.31171, 1.96213], [0.01470, -1.46559, 1.67828], [1.84987, 2.38222, 2.17142], [2.78388, 1.27987, 1.07960], [2.52185, 0.83991, 2.74333], [0.34056, 0.03024, 3.93744], [-1.06885, 0.06153, 3.05643], [-0.24107, 1.59828, 3.27988], [-2.11061, 0.90225, -1.42419], [-1.08442, 1.40771, -2.81271], [-1.58738, 2.43194, -1.61558], [7.72534, 0.31184, 6.34564], [6.48618, -0.60734, 6.09784], [6.54658, -1.85926, 6.96729], [5.38334, -2.78730, 7.04777], [4.09424, -1.95233, 7.31976], [3.89667, -0.55158, 6.61565], [5.20518, 0.20034, 6.39621], [5.16929, 1.47918, 5.75682], [3.09031, 0.30362, 7.59494], [3.05268, -0.76196, 5.28364], [6.49590, -0.92919, 4.59086], [7.59962, 1.26752, 5.83675], [8.62750, -0.18321, 5.98630], [7.79783, 0.55250, 7.40625], [6.79290, -1.75348, 8.02381], [7.41756, -2.40523, 6.60477], [5.49656, -3.63890, 7.71864], [5.34332, -3.28411, 6.07840], [4.17578, -1.88285, 8.40448], [3.28649, -2.68274, 7.27351], [2.23488, -0.18560, 8.06079], [2.74262, 1.28464, 7.27119], [3.67318, 0.48482, 8.49800], [2.11311, -1.28310, 5.46729], [3.62476, -1.36358, 4.57733], [2.77368, 0.14822, 4.75276], [6.54706, -0.02600, 3.98280], [5.65004, -1.50234, 4.21123], [7.42311, -1.43632, 4.32401], [4.21214, 5.82337, -0.28634], [4.60796, 6.33755, 0.83929], [4.94602, 6.23405, -1.37483], [4.22246, 4.51019, -0.13782], [2.45436, 6.60138, -0.49347], [1.77067, 6.16672, 0.75883], [2.61846, 8.03587, -0.67266], [1.92260, 5.79204, -1.88854], [0.43433, 5.69457, -1.78409], [0.05895, 4.62114, -0.83719], [-0.15657, 6.98917, -1.66560], [-0.14811, 5.14323, -3.54102], [-1.36503, 4.63966, -3.44668], [-0.12260, 6.23176, -4.38553], [0.53457, 4.14225, -4.09921], [7.01923, 2.96622, 1.29535], [7.95780, 2.60845, 2.16817], [6.38572, 4.13688, 1.73124], [7.64421, 3.19763, 0.12479], [5.76318, 1.40575, 1.14702], [5.08219, 1.31056, 2.48244], [4.86384, 1.71861, 0.02581], [6.73904, 0.03636, 0.83666], [5.70495, -0.80984, 0.14535], [4.42092, -1.04733, 0.81740], [5.56920, -0.56304, -1.28044], [6.54230, -2.56388, 0.16430], [5.69454, -3.52931, -0.22149], [7.62740, -2.55584, -0.62222], [6.93982, -2.84999, 1.42399], [-5.91438, 1.15226, 2.05360], [-6.30927, -0.00510, 2.53996], [-7.01513, 1.78366, 1.73176], [-5.18208, 1.74640, 3.01928], [-4.75699, 0.78687, 0.40614], [-3.41065, 0.88473, 0.92373], [-5.23458, -0.57248, 0.08034], [-5.13069, 2.10319, -0.60223], [-5.94858, 1.39776, -1.75221], [-5.16653, 0.60415, -2.71494], [-7.11513, 0.71901, -1.20067], [-6.69381, 2.89332, -2.77481], [-7.18400, 2.26551, -3.88879], [-7.59887, 3.58656, -2.06123], [-5.76959, 3.75806, -3.18513], [3.17618, -1.90670, -4.33686], [4.45714, -1.43820, -4.12406], [3.20913, -3.09626, -4.95962], [2.51859, -2.14608, -3.18245], [2.10224, -0.71655, -5.48416], [1.95027, 0.46094, -4.62855], [2.83482, -0.39416, -6.70465], [0.69155, -1.73025, -5.75231], [-0.51515, -0.79279, -5.47146], [-0.86679, -0.93009, -4.03632], [-0.38644, 0.62342, -5.85106], [-1.83994, -1.68945, -6.60930], [-2.99462, -1.05791, -6.42161], [-1.42576, -1.50451, -7.88225], [-1.98700, -2.89496, -6.27311]], "total_charge": 2, "energy_ha": -10625.6391, "gap_ev": 3.06, "max_force_ev_per_a": 9.6, "homo_energy_ev": -11.636}

---

{"formula": "C4H8O3S", "method": "ωB97M-V/def2-TZVPD", "species": ["C", "C", "C", "C", "H", "H", "H", "H", "H", "H", "H", "H", "O", "O", "O", "S"], "coordinates": [[-0.36966, 1.58386, 0.04702], [0.10534, 0.08262, -0.19788], [1.48570, -0.08196, -0.43976], [0.80706, -0.70404, 0.83717], [-1.75146, 2.54708, 0.78212], [-0.28285, 2.10849, -0.82951], [0.26971, 1.94111, 0.97692], [-2.46094, 0.68154, -0.42960], [1.47366, -0.78428, -1.22510], [3.73123, 0.24036, -1.26587], [1.13589, -0.31522, 1.79208], [-0.75837, -2.13565, 0.80215], [-1.60644, 1.46585, 0.81646], [2.46162, 0.96418, -0.32970], [0.36187, -2.03178, 0.91602], [-1.45400, -0.79702, -0.83154]], "energy_ha": -780.7522, "gap_ev": 6.88, "de_lowest_kcal_mol": 239.12, "max_force_ev_per_a": 8.2, "homo_energy_ev": -8.917}